(1)
C17H52O13 | the ωB97M-V functional and the def2-TZVPD basis

Summary:
Structure (SMILES) = CC(C)O.CC(C)O.CC(C)O.OCCO.OCCO.OCCO.OCCO.O.O
Orbital gap = 9.803 eV
Energy relative to the best compared isomer or geometry (same formula, charge and spin) = 33.15 kcal per mole
Max |F| = 3.781 eV/A

CARTESIAN COORDINATES (ANGSTROEM)
O1 -2.1725 1.4136 -0.2975
C1 3.7346 1.6626 3.0926
H1 1.1371 4.8329 -2.5485
H2 -4.6433 0.7850 -0.2926
H3 -2.2021 -1.9708 4.4233
H4 4.1667 0.9662 2.3740
C2 3.0360 -2.7372 3.1519
O2 -0.0126 3.1598 -2.1729
H5 -2.7723 3.4259 -1.8647
H6 -3.3613 -4.0010 4.9056
H7 -2.7927 1.7576 0.3495
O3 -1.3467 -2.5915 -1.3083
H8 2.8522 3.4833 1.1002
C3 2.1980 0.3869 -3.7476
O4 1.7357 -2.1995 2.7352
H9 -1.8785 -4.0984 -2.6928
H10 -2.7810 -2.6336 -2.7125
H11 -3.7162 -0.5909 -0.8711
H12 -1.4294 -2.7244 -4.6118
H13 3.6514 -2.9055 2.2681
C4 1.2270 1.3317 -4.4804
O5 2.4987 -4.2720 5.0217
C5 2.2990 1.8530 2.6173
H14 -0.1925 -3.0545 3.2502
O6 2.2092 0.7172 -2.4058
H15 3.4582 -2.0440 3.8794
H16 1.6598 2.1952 3.4311
C6 -4.1393 0.3696 -1.1653
C7 -3.5508 2.6634 -1.8851
H17 0.3774 -0.3836 -0.9670
H18 1.2092 4.0090 -0.9397
O7 1.7225 0.5893 2.3599
C8 0.5690 4.3504 -1.7532
H19 -1.1888 -1.3680 2.1612
H20 -3.8484 2.6131 -2.9325
H21 2.4613 -5.0521 3.0682
H22 -2.4385 0.9573 -2.2564
H23 1.8656 -0.6073 -4.0464
H24 1.4225 2.8375 -3.5386
H25 3.9125 1.3129 4.1095
H26 3.2295 0.4013 -4.0997
H27 -1.8507 -2.8160 1.5453
H28 -2.9445 -1.5392 2.0462
O8 0.4992 -0.1478 -0.0473
C9 -0.5392 5.1626 -0.9556
H29 -4.7619 0.2742 -2.0548
H30 -0.8397 -1.4624 -3.5087
H31 1.8330 -1.4019 -0.4229
H32 -4.1570 -3.2511 3.4880
O9 -1.3237 6.1270 -1.5452
H33 -2.0694 -2.7760 -0.7040
C10 -2.0213 -2.0562 2.3079
H34 3.9678 -4.6102 3.6886
H35 0.6212 -3.0391 -2.6737
H36 1.1932 3.2556 1.3975
H37 -0.5934 2.8632 -1.4684
H38 -1.2252 4.5742 -0.3461
O10 1.6928 2.6051 -4.4299
H39 1.9437 -1.5734 2.0379
H40 -1.6818 6.7935 -0.9544
H41 1.6655 -3.8349 4.8309
H42 1.3555 0.5362 1.4744
C11 2.1298 2.7016 1.3350
H43 -4.4461 2.9146 -1.3164
C12 -3.0273 1.3605 -1.4325
O11 0.3922 -3.1479 -3.5997
C13 -1.7740 -3.0216 -2.5595
C14 2.9330 -4.2688 3.6615
H44 2.7263 1.5211 -2.3158
H45 1.2613 0.9998 -5.5180
H46 2.3548 -1.1303 -1.8179
H47 -0.2149 0.4613 0.1408
O12 2.2780 -1.8209 -1.1596
H48 -3.1104 -4.6625 3.2674
C15 -2.0886 -2.7566 3.6765
H49 0.2424 1.3227 -4.0128
H50 0.0518 5.8409 -0.3402
C16 -0.8623 -2.5351 -3.7004
O13 -0.8901 -3.3899 3.8181
C17 -3.2593 -3.7528 3.8492
H51 4.0969 2.6843 3.2071
H52 2.2767 2.1557 0.4031

(2)
C17H53ClN13O12 | the ωB97M-V functional and the def2-TZVPD basis

Summary:
Orbital gap (spin up / spin down) = 8.573 / 2.536 eV
Max |F| = 8.136 eV/A
<S²> = 0.756
Multiplicity = 2

CARTESIAN COORDINATES (ANGSTROEM)
H1 -22.4621 -25.7666 17.9392
H2 -19.5539 -21.7453 18.9723
H3 -25.6338 -25.7583 21.7864
H4 -27.3800 -19.0225 19.7297
N1 -17.5743 -22.3970 18.2103
H5 -23.4029 -26.2666 14.9641
N2 -21.9220 -18.2744 19.2849
H6 -27.3465 -23.1335 17.7031
H7 -23.3023 -25.0623 22.2954
C1 -22.4436 -18.3466 17.0267
H8 -18.3033 -22.4978 17.5186
N3 -18.8982 -21.0988 19.3873
H9 -21.2137 -27.8606 17.5795
O1 -26.0880 -21.3211 13.7880
H10 -21.9788 -19.2454 19.0129
H11 -20.9566 -26.6111 20.0218
H12 -24.6986 -26.2752 16.2140
H13 -16.6645 -22.7982 18.0333
H14 -25.3923 -18.6686 18.9259
H15 -23.6983 -30.0850 18.8494
H16 -24.5245 -19.9664 18.2101
C2 -22.2155 -27.6728 17.1930
H17 -25.1933 -27.4501 21.3582
H18 -25.8013 -23.0192 18.7623
H19 -22.1903 -18.0408 16.0116
N4 -21.2693 -25.5239 16.2999
O2 -22.2158 -21.2808 19.1854
H20 -21.9962 -28.2094 16.2699
Cl1 -22.2272 -22.5444 18.5048
C3 -23.7289 -25.8696 15.9255
C4 -19.2725 -15.6032 18.6101
C5 -26.4191 -20.3900 18.6271
H21 -24.5100 -23.3725 15.5952
O3 -23.3105 -28.3645 17.8575
H22 -25.5349 -23.6936 14.2392
C6 -25.3385 -21.7891 14.5944
H23 -25.2091 -24.2143 19.8759
H24 -23.9846 -21.5634 15.9824
H25 -23.7032 -24.7812 15.8729
C7 -17.6761 -21.4877 19.1426
N5 -25.3713 -19.6412 18.6542
O4 -20.7266 -15.4764 18.8986
H26 -22.7390 -29.0476 21.6566
O5 -19.0022 -18.4766 22.9885
C8 -19.5293 -18.4435 21.8829
N6 -19.2634 -17.5118 21.0310
O6 -22.6326 -23.5900 19.4226
H27 -28.1912 -20.4794 19.3349
H28 -18.7601 -15.4173 19.5540
C9 -22.5067 -26.1500 16.9198
H29 -21.5141 -15.6930 17.0972
H30 -21.4678 -28.2130 22.4749
H31 -21.9787 -29.6265 18.7184
O7 -20.9297 -22.8284 17.9605
H32 -28.4934 -24.4657 17.6772
H33 -23.4016 -26.7845 20.5279
H34 -26.2736 -27.1454 22.7960
C10 -22.0140 -28.2433 21.5321
N7 -24.6276 -21.0789 15.3726
H35 -22.8090 -30.3378 17.2919
C11 -21.6908 -16.1074 18.0898
O8 -16.6751 -21.1130 19.7411
H36 -19.0493 -16.6112 18.2603
H37 -22.2824 -19.4241 16.9921
H38 -24.7174 -20.0741 15.4210
O9 -23.1810 -22.4115 17.4276
H39 -20.5123 -25.5409 16.9684
H40 -18.5533 -16.8272 21.2480
O10 -27.0528 -25.8751 19.1752
O11 -26.4641 -21.4266 18.1243
H41 -20.7296 -20.0185 21.9655
N8 -20.3197 -19.3566 21.3221
H42 -20.5611 -17.9324 17.7614
H43 -19.8776 -17.3364 20.2487
C12 -22.9220 -29.7152 18.1795
H44 -22.7005 -15.7804 18.3382
O12 -24.3798 -26.6273 23.0729
C13 -26.7996 -24.6843 18.8050
H45 -22.4272 -26.1226 23.3660
C14 -22.5901 -26.8496 21.2528
N9 -27.6201 -24.0635 17.9867
C15 -23.1021 -26.1120 22.5102
H46 -21.5649 -24.5654 16.4183
N10 -25.0757 -23.0206 14.8361
H47 -20.8967 -19.0733 20.5431
H48 -21.9300 -25.3018 20.2485
H49 -22.8719 -18.0011 19.4929
C16 -21.5746 -17.6391 18.0350
H50 -19.0229 -20.3611 20.0658
H51 -23.4685 -18.1070 17.3098
H52 -21.3901 -28.6528 20.7377
H53 -19.0642 -14.9413 17.7695
N11 -21.4478 -26.0594 20.7106
N12 -27.4274 -19.8459 19.1468
C17 -25.4710 -26.7685 22.1621
N13 -25.8061 -23.9717 19.0982

(3)
C17H53N5O6 | the ωB97M-V functional and the def2-TZVPD basis

Summary:
Orbital gap = 7.190 eV
Max |F| = 2.525 eV/A

CARTESIAN COORDINATES (ANGSTROEM)
C1 2.3750 1.0345 3.0611
N1 -0.9232 -3.5176 -0.4046
H1 -0.7313 -4.0706 3.4386
N2 2.9676 -0.1118 2.3269
O1 -0.5124 0.8423 -5.7494
H2 -3.4082 2.2360 -3.3790
N3 0.9713 -1.3262 0.6111
O2 1.9324 1.7751 -0.3502
N4 -0.7505 0.8982 0.5024
N5 -1.3117 0.4748 -2.2801
H3 -2.3469 0.6853 1.9097
H4 -2.4436 0.8287 -6.4680
C2 -0.8455 1.5120 -4.4945
H5 -5.6033 2.2242 -0.3381
H6 1.6860 1.6322 2.4638
H7 0.7708 -1.3836 -3.1424
H8 1.7806 -1.0891 1.1996
H9 0.1920 -0.6632 0.7440
H10 -3.3598 1.3693 -0.3832
H11 0.4633 -2.7796 3.3533
O3 0.8499 -4.1743 1.8868
H12 -1.1463 2.5517 -4.6339
C3 1.5677 0.4566 4.2320
H13 -1.2766 -3.3452 -1.3378
C4 -3.2223 1.1817 -3.5792
C5 0.2442 -5.1755 1.0929
H14 2.8293 2.0727 -0.5150
H15 -0.3401 0.1645 -2.3296
H16 -1.0724 3.4560 1.8217
H17 3.8703 3.5686 5.3547
H18 5.4648 3.5340 4.6025
H19 2.0076 -0.3155 -4.0659
H20 -2.4745 2.8600 -0.2528
H21 1.7478 -3.6552 -0.5832
C6 3.5074 2.0436 3.3865
H22 -1.1130 0.6169 -0.4084
H23 3.7499 0.1711 1.7499
H24 -3.9332 0.5192 -3.0796
C7 -1.4521 1.1889 -6.7530
H25 0.5602 0.2616 3.8666
H26 -1.4737 2.2397 -7.0481
C8 4.7525 2.9452 5.1812
O4 -4.0158 2.5053 1.0991
H27 -0.0925 1.6381 0.2790
H28 2.4278 -1.9057 -3.3775
H29 1.8376 0.9719 -0.9029
C9 1.2038 -4.4387 -1.1057
H30 0.9103 -6.0404 1.0577
H31 -1.8107 -0.2898 -1.8377
H32 -4.7093 3.7647 -0.3102
H33 -0.7604 -2.9189 2.1577
H34 1.4319 1.2002 5.0204
H35 -3.6296 1.0511 -4.5895
H36 3.0314 3.0272 3.4412
C10 -1.4283 2.5401 2.3003
H37 1.7040 -5.4045 -1.0111
H38 -5.7944 3.3905 1.0306
C11 -2.9046 2.0489 0.3454
C12 -5.1093 2.9539 0.3061
H39 -1.1556 0.6054 -7.6262
H40 -0.6693 -5.4640 -0.9472
H41 -1.9306 -0.3517 -4.1141
C13 -1.8521 1.4226 1.2731
H42 1.3820 -1.1695 -0.3272
H43 2.1095 -0.3642 4.6993
H44 -1.7698 -3.5618 0.1520
H45 -0.6142 -5.6300 1.5978
H46 0.1364 1.6143 -4.0282
H47 -0.6231 2.2394 2.9703
C14 -1.7783 0.6232 -3.6432
C15 -0.1089 -4.7311 -0.3599
H48 4.3438 2.0496 2.6827
C16 1.8005 -1.0138 -3.2501
H49 1.0604 -4.1917 -2.1560
H50 3.3768 -0.7446 3.0050
H51 0.6575 -2.2909 0.5811
H52 -2.3314 2.8459 2.8268
H53 5.0689 2.5484 6.1443
O5 1.9071 -0.4952 -1.9464
C17 -0.0746 -3.5206 2.7622
O6 4.2227 1.7492 4.5920